Entry 1:
Computed, not measured: a 2-piece molecular cluster, C2H9N2 overall in a non-equilibrium geometry, with ωB97M-V/def2-TZVPD.

```
13
Properties=species:S:1:pos:R:3:nbo_charge:R:1
C -0.663 -2.286 -0.020 -0.900
H -0.838 -3.410 -0.061 0.266
H -1.663 -1.850 -0.185 0.221
H 0.050 -2.051 -0.897 0.207
H -0.208 -1.946 0.962 0.212
N 0.283 1.895 1.105 -0.722
C 0.198 1.042 0.095 0.400
N 0.805 1.247 -1.088 -0.709
H 0.974 2.602 1.164 0.431
H -0.474 1.842 1.829 0.453
H -0.332 0.077 0.194 0.259
H 0.546 0.654 -1.835 0.440
H 1.322 2.184 -1.265 0.442
```

Results
Total charge: +1
Largest force on an atom (eV/A): 3.63
Energy (a.u.): -190.85258

---

Entry 2:
Computed, not measured: C32H41MoN7O as an isolated structure, with ωB97M-V/def2-TZVPD.

```
82
Properties=species:S:1:pos:R:3:lowdin_charge:R:1
Mo 0.023 -0.093 0.177 1.818
C -1.752 -3.755 -0.643 -0.177
C -0.279 -3.742 -1.062 -0.168
C 0.222 -2.494 -1.808 -0.194
N 0.940 -1.513 -0.985 -0.133
C 2.271 -1.654 -0.812 -0.212
C 2.939 -2.842 -1.146 0.021
C 4.284 -3.169 -1.129 -0.022
C 5.381 -2.396 -0.788 -0.041
C 5.356 -1.083 -0.359 -0.027
C 4.274 -0.241 -0.147 0.020
C 2.901 -0.445 -0.294 -0.224
N 1.995 0.522 -0.014 -0.149
C 2.316 1.935 -0.184 -0.206
C 2.037 2.358 -1.623 -0.140
C 0.561 2.499 -1.984 -0.212
N -0.281 1.391 -1.516 -0.050
C -1.404 1.168 -2.150 -0.218
C -1.950 2.118 -3.091 0.019
C -2.868 1.963 -4.075 -0.017
C -3.543 0.787 -4.492 -0.030
C -3.589 -0.389 -3.819 -0.027
C -3.025 -0.700 -2.556 0.016
C -2.143 -0.026 -1.755 -0.196
N -1.739 -0.560 -0.511 -0.145
C -2.676 -1.462 0.196 -0.187
C -2.136 -2.849 0.535 -0.174
H -1.985 -4.780 -0.352 0.120
H -2.387 -3.554 -1.512 0.109
H -0.120 -4.605 -1.713 0.122
H 0.344 -3.912 -0.178 0.109
H -0.615 -1.985 -2.282 0.094
H 0.880 -2.785 -2.630 0.121
H 2.300 -3.651 -1.469 0.104
H 4.503 -4.185 -1.435 0.125
H 6.353 -2.866 -0.863 0.122
H 6.321 -0.642 -0.135 0.124
H 4.553 0.733 0.228 0.109
H 3.358 2.139 0.054 0.108
H 1.741 2.520 0.535 0.098
H 2.511 1.627 -2.283 0.125
H 2.512 3.320 -1.827 0.128
H 0.493 2.571 -3.071 0.127
H 0.179 3.450 -1.596 0.110
H -1.554 3.119 -2.982 0.114
H -3.091 2.856 -4.649 0.128
H -4.106 0.859 -5.414 0.124
H -4.176 -1.186 -4.258 0.124
H -3.334 -1.669 -2.189 0.101
H -3.592 -1.566 -0.380 0.112
H -2.973 -0.954 1.117 0.111
H -2.934 -3.329 1.107 0.127
H -1.290 -2.762 1.216 0.068
N -0.538 5.893 0.776 0.178
C -1.744 5.355 1.127 -0.497
O -2.805 5.915 1.000 0.115
C -1.707 3.933 1.629 -0.095
C -2.603 3.531 2.610 0.049
C -2.598 2.203 2.999 0.002
C -1.744 1.323 2.363 -0.134
N -0.909 1.688 1.377 -0.027
C -0.889 2.986 1.044 -0.071
H -0.562 6.873 0.531 0.124
H 0.293 5.582 1.251 0.108
H -3.283 4.252 3.044 0.143
H -3.256 1.842 3.777 0.127
H -1.725 0.279 2.639 0.073
H -0.215 3.280 0.257 0.077
C -0.401 -1.873 3.811 -0.025
C 0.722 -1.252 2.981 -0.650
C 1.841 -2.274 2.748 -0.020
C 1.279 0.003 3.658 -0.024
N 0.220 -0.872 1.669 -0.142
H -0.016 -2.117 4.802 0.104
H -0.766 -2.796 3.360 0.082
H -1.236 -1.185 3.941 0.073
H 2.215 -2.629 3.708 0.102
H 2.670 -1.823 2.203 0.076
H 1.470 -3.133 2.186 0.084
H 1.767 -0.280 4.590 0.102
H 0.490 0.717 3.895 0.075
H 2.018 0.488 3.018 0.080
```

Results
Total charge: +2
Largest force on an atom (eV/A): 0.86
Energy (a.u.): -1770.22858

---

Entry 3:
Computed, not measured: a 5-piece molecular cluster, C18H50N4O6 overall in a non-equilibrium geometry, with ωB97M-V/def2-TZVPD.

```
78
Properties=species:S:1:pos:R:3:lowdin_charge:R:1
C -0.189 -9.145 8.948 -0.099
O 0.534 -8.297 9.826 -0.193
C 1.794 -8.832 10.163 -0.244
C 2.385 -7.986 11.264 -0.444
C 2.482 -6.525 10.813 -0.060
N 3.691 -8.536 11.613 0.029
H 0.385 -9.336 8.034 0.089
H -1.102 -8.606 8.706 0.089
H -0.468 -10.091 9.421 0.082
H 1.769 -9.896 10.430 0.127
H 2.432 -8.772 9.260 0.128
H 1.711 -8.091 12.116 0.140
H 2.896 -6.469 9.805 0.080
H 3.083 -5.979 11.537 0.070
H 1.479 -6.100 10.743 0.074
H 4.153 -7.938 12.281 0.064
H 4.276 -8.733 10.815 0.068
C -2.029 -17.168 4.611 -0.107
O -1.198 -18.087 3.937 -0.197
C -1.829 -19.189 3.300 -0.207
C -2.789 -20.004 4.148 -0.457
C -2.063 -20.648 5.324 -0.056
N -3.482 -21.043 3.396 0.038
H -3.093 -17.292 4.420 0.091
H -1.832 -16.168 4.196 0.073
H -1.753 -17.060 5.661 0.074
H -2.285 -18.809 2.371 0.125
H -1.022 -19.846 2.954 0.126
H -3.539 -19.336 4.572 0.124
H -1.826 -19.964 6.144 0.071
H -1.091 -21.043 5.006 0.077
H -2.644 -21.454 5.766 0.076
H -2.822 -21.576 2.835 0.076
H -4.120 -20.622 2.727 0.072
C 0.925 -15.822 0.352 -0.088
O 1.798 -15.651 1.461 -0.185
C 1.818 -14.350 1.968 -0.235
C 0.703 -14.097 2.983 -0.434
C 0.827 -12.687 3.543 -0.054
N 0.726 -15.091 4.060 0.054
H 1.211 -16.739 -0.151 0.088
H 1.019 -14.991 -0.359 0.088
H -0.115 -15.811 0.692 0.084
H 2.768 -14.166 2.486 0.132
H 1.804 -13.576 1.187 0.125
H -0.259 -14.203 2.468 0.137
H 0.019 -12.464 4.243 0.066
H 0.789 -11.961 2.733 0.082
H 1.738 -12.606 4.143 0.086
H 1.611 -14.980 4.559 0.096
H 0.853 -16.006 3.628 0.068
C 0.935 -17.663 6.493 -0.094
O 2.255 -17.516 7.003 -0.157
C 2.982 -18.693 7.126 -0.242
C 3.639 -19.183 5.832 -0.441
C 2.735 -19.547 4.675 -0.063
N 4.637 -20.250 6.068 0.031
H 0.691 -18.733 6.465 0.083
H 0.930 -17.365 5.445 0.054
H 0.159 -17.172 7.075 0.071
H 3.820 -18.453 7.796 0.122
H 2.506 -19.532 7.664 0.132
H 4.256 -18.344 5.481 0.138
H 3.308 -20.110 3.937 0.079
H 2.247 -18.700 4.202 0.068
H 1.949 -20.243 5.004 0.077
H 5.078 -20.054 6.964 0.063
H 4.170 -21.145 6.198 0.068
O -1.330 -13.844 5.996 -0.082
C -1.623 -14.411 7.250 -0.264
C -1.718 -13.325 8.281 -0.242
O -2.593 -12.274 7.829 -0.071
H -0.840 -14.464 5.437 0.034
H -2.587 -14.942 7.214 0.122
H -0.923 -15.193 7.569 0.109
H -0.792 -12.873 8.655 0.111
H -2.157 -13.739 9.196 0.118
H -2.407 -12.287 6.881 0.065
```

Results
Largest force on an atom (eV/A): 1.63
SMILES: COC[C@H](C)N.COC[C@H](C)N.COC[C@H](C)N.COC[C@H](C)N.OCCO
Energy (a.u.): -1386.15736

---

Entry 4:
Computed, not measured: one molecule with the formula C4H6N2 in a non-equilibrium geometry, with ωB97M-V/def2-TZVPD.

```
12
Properties=species:S:1:pos:R:3:nbo_charge:R:1
C -0.011 -0.813 -0.100 0.389
N -0.509 -2.036 -0.109 -0.807
C -1.509 1.474 -0.097 -0.108
C 1.844 0.313 0.019 -0.730
N -0.990 0.332 -0.005 -0.355
C 0.573 0.240 -0.066 0.053
H -1.394 -2.211 0.432 0.416
H 0.223 -2.633 0.136 0.394
H -0.790 2.175 -0.466 0.158
H -2.519 1.770 0.185 0.184
H 2.655 0.526 -0.847 0.215
H 2.426 0.863 0.919 0.191
```

Results
Largest force on an atom (eV/A): 13.80
Energy (a.u.): -265.17710

---

Entry 5:
Computed, not measured: a 8-piece molecular cluster, C17H34BCl14N4O4S overall in a non-equilibrium geometry, with ωB97M-V/def2-TZVPD.

```
75
Properties=species:S:1:pos:R:3:lowdin_charge:R:1
C 2.340 -1.516 -0.166 -0.141
C 2.760 -0.388 -1.135 -0.230
C 3.583 0.736 -0.507 -0.191
N 2.768 1.821 0.067 0.046
N 1.891 1.320 1.073 -0.081
N 2.468 0.642 2.051 0.181
C 1.592 0.162 2.901 -0.056
C 0.208 0.333 2.882 0.025
C -0.348 1.059 1.841 -0.110
C -1.825 1.279 1.774 -0.120
C -2.644 -0.022 1.858 -0.188
C -2.419 -1.004 0.700 -0.208
S -3.489 -0.602 -0.683 0.555
O -3.952 0.743 -0.557 -0.307
O -4.501 -1.603 -0.742 -0.262
O -2.575 -0.680 -1.973 -0.192
C 0.598 1.543 0.897 0.036
B 0.112 2.364 -0.415 -0.534
N -0.928 1.751 -1.223 0.132
O 0.622 3.598 -0.757 0.144
H 1.348 -1.368 0.270 0.052
H 3.099 -1.642 0.603 0.074
H 2.272 -2.444 -0.736 -0.013
H 3.419 -0.849 -1.872 0.051
H 1.898 -0.011 -1.693 0.112
H 4.145 1.199 -1.320 0.115
H 4.342 0.344 0.174 0.118
H 3.388 2.449 0.575 0.123
H 2.016 -0.434 3.703 0.128
H -0.367 -0.139 3.696 -0.002
H -2.167 1.856 0.921 0.099
H -2.095 1.864 2.660 0.145
H -2.384 -0.499 2.802 0.049
H -3.694 0.244 1.959 0.127
H -1.387 -0.945 0.349 0.083
H -2.595 -2.011 1.063 0.092
H -2.473 -1.628 -2.206 -0.004
H -0.731 1.900 -2.210 0.026
H -1.763 2.327 -1.064 0.004
H 0.600 4.165 0.026 0.118
C -0.449 -1.728 6.433 -0.944
Cl 0.952 -2.748 6.151 0.517
Cl -1.313 -1.522 4.890 0.597
H -1.115 -2.189 7.152 0.038
H -0.118 -0.760 6.792 0.036
C -2.607 3.514 -4.237 -0.970
Cl -0.846 3.716 -4.192 0.556
Cl -3.217 2.718 -2.775 0.637
H -3.068 4.490 -4.320 -0.007
H -2.866 2.904 -5.094 0.035
C 1.499 -5.814 3.136 -0.998
Cl 0.418 -4.440 3.388 0.458
Cl 3.165 -5.266 2.939 0.500
H 1.441 -6.480 3.989 0.033
H 1.194 -6.332 2.233 0.022
C -6.712 3.550 -3.665 -1.031
Cl -5.855 4.619 -4.791 0.523
Cl -8.291 3.077 -4.293 0.524
H -6.115 2.659 -3.510 -0.002
H -6.852 4.076 -2.728 0.028
C 4.560 -4.522 -0.810 -0.963
Cl 2.872 -5.030 -0.689 0.534
Cl 4.728 -3.043 -1.766 0.592
H 4.937 -4.335 0.189 0.024
H 5.128 -5.312 -1.285 0.032
C 3.342 5.604 -2.062 -1.030
Cl 4.605 4.533 -1.426 0.506
Cl 3.867 6.429 -3.527 0.532
H 2.465 5.007 -2.288 0.007
H 3.107 6.346 -1.307 0.026
C -0.366 -3.922 -1.763 -0.989
Cl -1.904 -3.819 -2.642 0.614
Cl -0.593 -4.049 -0.016 0.531
H 0.162 -4.804 -2.105 0.014
H 0.215 -3.032 -1.977 0.021
```

Results
Total charge: +1
Largest force on an atom (eV/A): 1.47
Energy (a.u.): -8053.63847

---

Entry 6:
Computed, not measured: C8H22AlAs4F24N2O2 as an isolated structure in a non-equilibrium geometry, with ωB97M-V/def2-TZVPD.

```
63
Properties=species:S:1:pos:R:3:nbo_charge:R:1
Al 27.558 31.481 8.723 1.666
As 30.722 31.370 11.854 2.810
F 31.581 32.874 11.479 -0.634
F 31.806 31.118 13.239 -0.613
F 29.784 29.892 12.426 -0.620
F 29.687 31.609 10.552 -0.649
F 31.844 30.473 10.811 -0.623
F 29.622 32.276 12.935 -0.618
As 25.337 33.618 12.207 2.806
F 25.959 32.371 13.347 -0.599
F 24.256 34.292 13.386 -0.604
F 24.624 34.730 10.945 -0.652
F 26.284 32.838 10.839 -0.668
F 24.043 32.449 11.712 -0.622
F 26.605 34.728 12.646 -0.601
As 24.537 31.491 5.437 2.788
F 25.474 30.969 6.927 -0.650
F 25.352 30.265 4.411 -0.602
F 23.606 32.111 4.048 -0.605
F 23.640 32.666 6.397 -0.617
F 25.878 32.676 5.127 -0.652
F 23.210 30.252 5.791 -0.588
As 26.343 27.223 7.317 2.776
F 24.868 27.346 8.330 -0.602
F 25.825 25.519 6.900 -0.607
F 27.937 27.101 6.441 -0.625
F 26.867 28.888 7.764 -0.666
F 27.072 26.533 8.848 -0.615
F 25.503 27.931 5.841 -0.603
C 25.566 35.657 6.711 -0.633
C 26.323 34.666 7.556 -0.101
C 27.284 35.260 8.674 -0.061
O 28.002 34.258 9.279 -0.542
C 28.835 34.772 10.303 -0.286
N 25.417 33.691 8.084 -0.560
H 26.169 36.378 6.160 0.238
H 24.776 36.235 7.191 0.228
H 25.066 35.173 5.872 0.245
H 26.867 34.081 6.814 0.218
H 26.668 35.748 9.429 0.209
H 28.098 35.823 8.218 0.188
H 28.423 35.598 10.883 0.207
H 29.847 35.027 9.987 0.184
H 29.050 33.964 11.002 0.240
H 24.755 33.493 7.347 0.425
H 24.780 33.956 8.821 0.430
C 28.982 29.747 4.220 -0.631
C 29.043 30.238 5.578 -0.105
C 30.466 30.857 6.025 -0.083
O 30.273 31.586 7.296 -0.524
C 31.501 31.927 7.767 -0.275
N 28.004 31.192 5.831 -0.675
H 29.710 28.964 4.011 0.247
H 29.221 30.553 3.526 0.204
H 27.986 29.327 4.081 0.255
H 28.912 29.450 6.319 0.238
H 30.942 31.460 5.253 0.176
H 31.253 30.104 6.051 0.203
H 31.485 32.417 8.741 0.224
H 31.936 32.682 7.112 0.167
H 32.176 31.104 8.002 0.197
H 28.176 31.961 5.199 0.398
H 27.274 30.557 5.541 0.439
```

Results
Total charge: -1
Largest force on an atom (eV/A): 6.36
Energy (a.u.): -12160.59702